# C20H23F3N3ORhS3

C20H23F3N3ORhS3 as an isolated structure (ωB97M-V/def2-TZVPD, the Open Molecules 2025 dataset).

Values from the calculation:
E_LUMO (alpha / beta), eV: -8.283 / -8.287
HOMO (alpha / beta), Eh: -0.52120 / -0.52111
Total charge: +2
M, g/mol: 577.5
ΔE to the lowest compared entry with this formula, charge and spin, eV: 0.201
Energy, a.u.: -2619.62752

Last column: Löwdin charge in e.
CARTESIAN COORDINATES (ANGSTROEM)
Rh -1.155 -0.053 0.545  0.517
S -1.036 0.040 2.852  0.922
S -2.919 1.457 0.633  0.970
S -2.787 -1.660 0.666  0.926
F 8.215 -0.401 -0.056  0.166
F 7.995 1.723 -0.397  0.168
F 8.179 0.965 1.623  0.163
O -2.272 1.483 -1.936  -0.023
N -1.468 0.433 -3.763  -0.029
N 0.210 -2.329 -1.318  0.186
N -1.031 -0.390 -1.576  0.041
C -0.301 -1.599 -3.522  0.020
C -4.375 0.497 0.135  -0.428
C -1.936 1.582 3.196  -0.443
C 6.151 0.571 0.477  -0.071
C -0.838 -0.634 -4.299  -0.005
C -3.232 1.688 2.417  -0.431
C -2.046 1.494 -4.597  0.027
C -2.277 -1.204 3.375  -0.423
C 7.657 0.718 0.421  -0.596
C 5.480 0.283 -0.710  0.019
C -4.426 -0.855 0.817  -0.415
C 4.095 0.574 1.697  0.017
C 5.468 0.723 1.676  0.027
C -1.616 0.563 -2.391  -0.486
C 3.403 0.293 0.509  -0.239
C -2.467 -2.294 2.339  -0.439
C 0.775 0.048 0.553  -0.192
C -0.373 -1.429 -2.115  -0.358
C 2.003 0.156 0.526  -0.049
C 4.110 0.155 -0.700  0.009
H -5.277 1.084 0.313  0.115
H -1.567 -2.898 2.220  0.092
H 6.037 0.170 -1.630  0.138
H 0.384 -2.104 -0.351  0.062
H -3.215 -0.695 3.587  0.075
H -3.120 1.545 -4.440  0.106
H -1.605 2.451 -4.328  0.109
H -1.237 2.372 2.916  0.098
H -1.832 1.266 -5.637  0.101
H -4.692 -0.790 1.871  0.082
H -0.794 -0.669 -5.378  0.149
H -5.150 -1.506 0.329  0.103
H -3.643 2.693 2.522  0.107
H -2.105 1.654 4.271  0.109
H 3.571 -0.054 -1.614  0.122
H 0.199 -2.451 -3.954  0.126
H 3.547 0.677 2.623  0.127
H 6.010 0.949 2.583  0.132
H -4.247 0.401 -0.943  0.083
H -1.919 -1.636 4.309  0.104
H -3.986 0.990 2.771  0.072
H -3.279 -2.969 2.614  0.110
H 0.739 -3.080 -1.730  0.130